ORCA calculation (ωB97M-V/def2-TZVPD) on a molecular structure, C20H20ClN2O10RuSTe.

Last column: Mulliken spin population.
CARTESIAN COORDINATES (ANGSTROEM)
Te  2.559  1.437  1.147  0.089
Ru  0.382  -0.205  -0.071  2.792
Cl  -6.050  1.978  -1.582  -0.002
S  2.921  -0.731  -1.650  -0.012
O  -0.143  1.802  -0.733  0.273
O  -3.095  2.846  2.795  0.120
O  -1.163  0.844  1.682  0.220
O  -1.169  -3.326  -0.363  0.010
O  0.903  -0.813  2.803  0.012
O  2.212  -1.696  -0.785  0.038
O  2.067  0.451  -1.861  0.044
O  4.266  -0.416  -1.219  0.006
O  -1.340  4.453  -1.333  0.159
O  -3.164  5.091  0.894  0.089
N  -0.241  -1.884  1.174  0.078
N  -1.610  -3.717  1.800  0.002
C  -1.502  1.927  1.207  0.243
C  -2.287  1.035  -2.547  -0.013
C  1.737  2.147  2.988  0.006
C  -2.507  4.092  0.781  0.022
C  -3.514  1.680  -2.491  0.013
C  0.076  -1.663  2.501  -0.013
C  -4.285  0.038  -0.909  0.018
C  -0.677  -0.735  -1.778  -0.066
C  -0.626  -2.438  3.515  -0.003
C  -3.052  -0.593  -0.975  -0.020
C  -1.554  3.764  -0.364  -0.142
C  -4.506  1.175  -1.668  -0.016
C  -1.433  -3.425  3.121  0.001
C  3.743  -0.118  1.997  -0.003
C  -0.986  -2.966  0.789  0.020
C  -2.467  2.928  1.771  -0.103
C  -0.969  2.437  -0.049  0.136
C  3.072  -1.516  -3.232  0.000
C  -2.023  -0.108  -1.787  -0.009
C  -2.417  -4.843  1.365  0.001
H  -0.037  -0.345  -2.569  0.020
H  1.044  2.950  2.739  -0.005
H  -0.470  -2.191  4.552  0.000
H  -2.869  -1.483  -0.386  -0.020
H  -5.069  -0.342  -0.268  0.001
H  2.528  2.544  3.621  0.006
H  -1.983  -4.046  3.816  0.000
H  3.459  -0.214  3.041  0.000
H  4.796  0.121  1.885  0.004
H  -3.694  2.576  -3.070  0.000
H  -1.819  -5.528  0.766  0.000
H  -1.498  1.446  -3.165  0.004
H  2.068  -1.750  -3.583  0.001
H  -2.797  -5.360  2.245  0.000
H  -0.695  -1.820  -1.765  0.001
H  3.660  -2.421  -3.101  0.001
H  3.494  -1.026  1.457  0.001
H  -3.252  -4.506  0.752  0.000
H  3.575  -0.827  -3.907  0.000
H  1.210  1.331  3.473  -0.001

Output
Strongest force on any atom in hartree/bohr: 0.0113
2S+1: 5
Net charge: -1
Total energy in eV: -77753.649
Orbital gap (spin up / spin down) in eV: 7.17 / 5.74



ORCA calculation (ωB97M-V/def2-TZVPD) on 2 unconnected molecules or ions with the total composition C16H17N at a distorted geometry.

Last column: Mulliken charge in e.
CARTESIAN COORDINATES (ANGSTROEM)
N  2.098  3.017  2.310  -0.025
C  -0.440  -1.585  -2.912  0.036
C  0.834  -1.937  -2.477  -0.831
C  -0.616  1.571  0.488  -0.425
C  -0.363  2.710  2.984  -0.560
C  0.880  -2.659  -1.293  -0.278
C  -1.619  -2.136  -2.438  -0.681
C  -2.757  -3.291  -0.467  -1.405
C  2.317  0.995  -0.841  -1.058
C  -1.520  -2.922  -1.295  0.943
C  -1.719  1.893  1.232  -0.425
C  0.771  2.594  2.210  -0.453
C  -0.296  -3.158  -0.703  -0.764
C  2.797  2.363  1.315  -0.771
C  1.995  1.691  0.444  0.629
C  0.672  1.927  0.959  1.038
C  -1.654  2.543  2.501  -0.729
H  2.404  -0.092  -0.778  0.103
H  3.855  2.575  1.224  0.404
H  2.527  3.624  2.997  0.188
H  -3.259  -4.181  -0.851  0.322
H  1.671  -1.367  -2.855  0.509
H  3.296  1.369  -1.141  0.340
H  -2.477  2.668  3.183  0.358
H  1.832  -2.995  -0.896  0.393
H  1.512  1.221  -1.536  0.342
H  -3.320  -2.374  -0.282  0.315
H  -0.719  0.937  -0.385  0.352
H  -2.565  -1.738  -2.773  0.371
H  -2.468  -3.569  0.548  0.368
H  -0.178  2.994  4.017  0.326
H  -0.543  -0.677  -3.509  0.347
H  -2.722  1.780  0.851  0.368
H  -0.227  -3.793  0.168  0.354

Output
Strongest force on any atom in hartree/bohr: 0.0552
Net charge: 0
Total energy in eV: -18357.017
Relative energy (zero: lowest compared OMol25 entry of this formula, charge and spin) in kcal/mol: 30.5
Orbital gap in eV: 8.65
SMILES: Cc1c[nH]c2ccccc12.Cc1ccccc1